# 1
53
Properties=species:S:1:pos:R:3:forces:R:3 method="wB97M-V/def2-TZVPD" s_squared=8.77 orbital_gap_ev="7.4 / 4.4" lumo_energy_ev="-3.67 / -6.60" spin_multiplicity=6 largest_force_ev_per_a=0.5 e_homo_ha="-0.406 / -0.406" de_lowest_kj_mol=0.0 charge=+1
Pt 1.340909 0.131242 0.632516 0.1 0.2 0.0
C 2.262332 -3.974800 -0.656198 0.0 0.0 -0.1
C 2.641082 -2.855754 0.068911 0.1 0.1 0.0
N 2.042563 -1.761266 -0.417628 -0.2 -0.1 0.1
N 1.273527 -2.164752 -1.453315 0.1 0.1 0.0
C 1.381038 -3.489269 -1.606062 0.0 -0.1 0.0
B 0.388449 -1.141888 -2.214539 0.0 -0.1 0.0
N -0.849124 -0.887613 -1.330093 0.1 0.1 0.0
C -2.159582 -1.084054 -1.540078 0.0 -0.1 0.0
C -2.836103 -0.828454 -0.366366 0.0 0.0 0.0
C -1.851723 -0.468188 0.543891 0.1 0.0 0.0
N -0.655536 -0.510396 -0.041961 -0.1 0.0 0.0
N 1.200809 0.184071 -2.371392 -0.1 0.0 0.1
C 1.518112 0.803994 -3.513528 0.0 0.0 0.0
C 2.227713 1.954422 -3.214032 0.0 0.0 0.0
C 2.299078 1.971423 -1.832191 0.0 0.0 0.0
N 1.665463 0.902908 -1.327348 0.1 0.0 0.0
N 0.065758 -1.652350 -3.590852 -0.1 0.0 -0.1
C 0.891417 -2.298919 -4.458780 0.1 0.0 -0.1
C 0.316880 -2.258663 -5.701306 0.1 0.0 0.1
C -0.874250 -1.534234 -5.508471 0.0 0.0 0.0
N -1.013261 -1.159217 -4.253572 -0.1 0.1 0.1
H 2.591981 -4.988803 -0.526203 0.0 0.0 0.0
H 3.337567 -2.780716 0.885925 0.0 0.0 0.0
H 0.841710 -3.999319 -2.384885 0.0 0.0 0.0
H -2.505312 -1.378684 -2.513727 0.0 0.0 0.0
H -3.894425 -0.889637 -0.193950 0.0 0.0 0.0
H -1.954566 -0.189971 1.575867 0.0 0.0 0.0
H 1.210937 0.395845 -4.461363 0.0 0.0 0.0
H 2.628001 2.675059 -3.902567 0.0 0.0 0.0
H 2.776434 2.689601 -1.188676 0.0 0.0 0.0
H 1.829227 -2.719312 -4.139168 0.0 0.0 0.0
H 0.693349 -2.689863 -6.610420 0.0 0.0 0.0
H -1.630512 -1.277174 -6.230616 0.0 0.0 0.0
Se 1.971005 -1.161259 2.774552 -0.4 -0.3 -0.2
Se 3.814690 -0.040832 3.421602 0.5 0.1 0.1
Se 3.189328 2.227702 3.466819 0.0 0.1 0.2
Se 2.265013 2.681146 1.506553 0.0 0.1 -0.2
O -1.978437 2.866633 1.910148 0.0 0.0 0.0
C -2.109275 2.663394 3.235639 -0.1 0.1 -0.1
C -3.113305 3.388182 3.880317 0.1 -0.1 0.0
C -3.322350 3.230609 5.232057 0.0 0.0 0.0
C -2.540943 2.348873 5.981616 0.0 0.0 0.0
C -1.548328 1.634952 5.353514 0.0 0.0 0.0
C -1.311383 1.776355 3.977101 0.0 0.0 0.1
C -0.219979 0.979716 3.378967 -0.1 0.2 -0.2
O 0.469312 0.226641 4.079596 0.1 -0.1 0.2
O -0.033434 1.132262 2.101846 -0.2 -0.1 -0.1
H -1.272640 2.279653 1.588839 0.0 0.1 0.0
H -3.713686 4.064786 3.289770 0.0 0.0 0.0
H -4.105565 3.799905 5.714806 0.0 0.0 0.0
H -2.714057 2.228950 7.040860 0.0 0.0 0.0
H -0.925908 0.947064 5.907571 0.0 0.0 0.0

=====

# 2
12
Properties=species:S:1:pos:R:3:forces:R:3 method="wB97M-V/def2-TZVPD" s_squared=2.01 orbital_gap_ev="6.5 / 10.8" lumo_energy_ev="0.48 / -1.07" spin_multiplicity=3 largest_force_ev_per_a=4.3 e_homo_ha="-0.221 / -0.437" de_lowest_kj_mol=72.5
C -2.488674 -0.118458 0.014591 1.3 -0.9 -1.4
C -0.825565 -1.783375 0.248672 0.3 -0.1 2.0
C -1.134012 0.581779 -0.154323 -1.6 1.2 3.8
C -0.014625 -0.367793 0.067202 0.2 -2.6 -0.1
O -3.615995 0.146357 -0.016221 -1.4 1.5 0.3
O -0.358197 -2.844728 0.293590 1.1 -1.1 -0.7
O 0.597214 -0.108708 1.257740 -0.3 0.8 1.4
O 0.946214 -0.636207 -0.891734 -0.4 1.1 -0.8
H -1.236067 1.064656 -1.035369 0.2 1.4 -3.2
H -1.118686 1.395868 0.626890 0.3 -0.6 -0.6
H 1.478125 -0.488887 1.325109 -0.1 -0.2 -0.3
H 1.262981 -1.506695 -0.645704 0.3 -0.6 -0.3

=====

# 3
14
Properties=species:S:1:pos:R:3:forces:R:3 method="wB97M-V/def2-TZVPD" orbital_gap_ev=9.4 lumo_energy_ev=1.02 smiles="C1=COCCO1.[H][H]" largest_force_ev_per_a=0.7 e_homo_ha=-0.307 de_lowest_kj_mol=298.6
C -0.767236 -0.888654 1.103595 -0.2 0.4 0.5
C -1.324268 0.170707 0.514906 0.1 -0.1 0.5
O -0.638756 1.061605 -0.263413 0.0 -0.1 0.2
C 0.750843 0.995217 0.014953 0.3 0.0 0.1
C 1.268892 -0.445639 0.144132 0.1 0.1 -0.3
O 0.565282 -1.159783 1.137914 0.0 -0.3 -0.2
H -1.338589 -1.561554 1.721069 -0.1 0.1 0.1
H -0.773412 -0.376879 -2.317391 0.1 -0.3 0.1
H -1.097948 0.161125 -2.691696 -0.1 0.2 -0.3
H -2.312310 0.481192 0.826243 -0.2 -0.2 -0.6
H 0.909697 1.525439 0.961462 0.2 -0.1 -0.1
H 1.263130 1.518689 -0.796470 0.0 -0.1 0.1
H 2.324193 -0.469548 0.431745 -0.1 0.2 0.0
H 1.170484 -1.011918 -0.787054 0.0 0.3 -0.2

=====

# 4
97
Properties=species:S:1:pos:R:3:forces:R:3 method="wB97M-V/def2-TZVPD" orbital_gap_ev=9.5 lumo_energy_ev=-0.15 smiles="CCOCC[C@@H]1COS(=O)(=O)C[C@@H]1CP(=O)(O)O.O=C1OCCO1.O=C1OCCO1.O=C1OCCO1.O=C1OCCO1.O=C1OCCO1.O=C1OCCO1" largest_force_ev_per_a=6.8 e_homo_ha=-0.353
C 1.403403 1.766487 1.711534 0.4 0.1 -0.5
C 1.125028 2.033613 0.097511 0.1 0.4 1.7
O 0.755285 0.739565 -0.498173 -1.7 1.8 -0.4
C -0.645739 0.785867 -1.013912 -0.9 -0.3 0.0
C -1.728288 0.515466 0.231222 -0.2 1.3 -0.2
C -2.972054 -0.470928 -0.194259 0.4 0.5 -0.7
C -4.212885 0.516765 -0.653702 0.6 -0.9 -2.3
O -5.309293 0.625522 0.314629 1.8 -0.2 2.3
S -4.767265 0.789748 1.919903 -2.6 3.2 5.4
O -5.999270 0.642956 2.881129 4.2 -0.1 -4.4
O -4.046707 2.127524 2.230964 -1.8 -4.5 -2.2
C -3.610123 -0.667077 2.358865 0.4 -2.2 -0.7
C -3.457468 -1.523947 0.955625 -0.8 0.9 -0.2
C -2.607247 -2.908656 1.078763 -1.1 -0.2 0.6
P -0.760752 -2.819767 0.640091 3.1 0.0 -4.7
O -0.447882 -2.420912 -0.875383 -1.3 -1.0 6.0
O -0.142240 -4.479096 0.801244 -1.2 3.2 2.5
O 0.212368 -1.889491 1.799160 -1.3 -1.1 -3.1
H 0.410812 1.562954 2.310364 1.9 0.4 -1.3
H 2.104522 0.831396 1.784704 -1.3 1.7 0.0
H 1.958423 2.681839 2.199348 -1.1 -1.8 -1.0
H 2.072475 2.479091 -0.428583 -1.7 -1.1 1.0
H 0.284021 2.855134 0.050928 1.4 -1.8 -0.2
H -0.828714 -0.020389 -1.865532 0.9 1.5 2.0
H -0.858522 1.834298 -1.503927 0.5 -2.2 1.2
H -2.214715 1.588134 0.427416 1.1 -2.4 -0.1
H -1.197804 0.229075 1.240730 -0.8 0.3 -2.2
H -2.661264 -1.072013 -1.162256 -0.6 1.2 2.0
H -4.673637 0.011244 -1.632249 0.6 1.2 2.3
H -3.880781 1.591180 -0.978891 -0.4 -2.1 0.9
H -4.121180 -1.394555 3.142357 0.6 2.1 -1.6
H -2.594736 -0.316421 2.822934 -2.1 -0.2 -1.2
H -4.570209 -1.847112 0.664261 2.4 0.6 0.7
H -3.106212 -3.686639 0.327637 1.7 1.7 1.5
H -2.737083 -3.362306 2.150634 0.3 0.9 -1.9
H -0.032059 -4.584599 1.802206 -0.1 -0.1 -1.8
H 0.814023 -1.320142 1.201896 -1.3 -1.0 0.9
C -4.081961 5.982482 2.918405 -1.0 -0.5 0.4
C -2.902451 5.145478 2.542676 0.0 -1.3 0.1
O -2.156874 5.996560 1.693035 -0.1 1.2 0.0
C -2.505714 7.277905 2.009456 1.1 1.9 -0.8
O -1.933580 8.270675 1.591420 -1.2 -2.1 0.9
O -3.577093 7.303104 2.855025 0.9 0.3 -0.6
H -4.450266 5.756061 3.922758 0.1 0.2 -0.2
H -4.907819 5.885224 2.205957 0.1 0.0 0.1
H -2.285373 4.880316 3.407663 -0.1 0.0 0.0
H -3.191575 4.230459 2.018457 0.2 0.2 0.0
C 3.186823 -5.980367 -0.730859 -0.9 -0.4 -0.7
C 3.069282 -4.751329 0.110949 -1.1 0.8 0.0
O 4.130726 -4.888123 1.036552 1.2 -0.8 -0.2
C 5.056871 -5.708753 0.459943 1.6 -0.2 0.6
O 6.174471 -5.906930 0.906464 -2.4 0.7 -1.2
O 4.569658 -6.277472 -0.681397 0.8 0.4 0.9
H 2.863210 -5.811629 -1.761606 0.2 -0.1 0.2
H 2.628511 -6.826247 -0.316301 0.1 0.1 0.0
H 3.219643 -3.833062 -0.466523 0.0 -0.1 0.0
H 2.108101 -4.692083 0.628906 0.4 0.1 -0.1
C -3.680109 -7.654261 -0.211239 -0.9 -0.7 0.5
C -2.466140 -8.169144 -0.914208 0.4 -1.1 -0.1
O -2.006982 -7.043186 -1.637747 -0.3 1.0 0.3
C -2.487740 -5.937219 -0.997931 0.9 2.2 -0.8
O -2.148018 -4.793320 -1.250455 -1.0 -2.8 0.4
O -3.396965 -6.278410 -0.038571 0.7 0.5 -0.5
H -3.839989 -8.141320 0.754603 0.0 0.3 -0.1
H -4.587705 -7.755226 -0.815523 0.1 0.0 0.0
H -1.682493 -8.485740 -0.217816 -0.1 0.0 -0.1
H -2.696564 -8.997115 -1.590246 0.1 0.2 0.0
C 1.181730 5.225274 -3.907776 0.9 0.6 -0.6
C 0.383866 5.899490 -2.839207 0.3 1.1 0.5
O -0.805820 5.135063 -2.790101 0.0 -1.2 -0.4
C -0.504096 3.899034 -3.284927 -1.3 -1.4 0.0
O -1.250168 2.935509 -3.233163 1.5 2.0 -0.2
O 0.741155 3.881856 -3.843971 -1.0 -0.4 0.5
H 2.258189 5.289224 -3.726707 -0.2 -0.2 0.0
H 0.964244 5.621590 -4.905130 0.0 0.0 0.1
H 0.873613 5.854919 -1.860708 0.0 0.0 -0.1
H 0.164583 6.943399 -3.079682 -0.1 -0.3 0.0
C -0.344473 11.302767 -4.218721 -0.3 1.1 0.4
C 1.016469 10.689050 -4.154071 1.0 0.6 0.3
O 0.752485 9.301832 -4.243816 -0.8 -0.4 -0.3
C -0.456568 9.167148 -4.863257 -1.1 -2.0 -0.9
O -0.915232 8.107181 -5.255406 1.1 2.3 0.9
O -1.084424 10.372914 -4.987353 0.4 -1.1 -0.1
H -0.336173 12.284360 -4.700434 -0.1 -0.2 0.0
H -0.809246 11.394522 -3.231478 0.0 0.0 -0.1
H 1.648729 10.984149 -4.998145 -0.1 0.0 0.1
H 1.535727 10.925591 -3.221291 -0.1 -0.2 -0.2
C 9.032449 -7.634910 2.955190 0.7 0.5 -0.5
C 7.585031 -7.268976 3.018962 -0.4 0.9 -0.7
O 6.978000 -8.433092 3.546659 0.7 -0.9 0.7
C 7.945038 -9.108046 4.234358 -0.6 -1.8 1.4
O 7.733644 -10.067544 4.957103 0.5 2.1 -1.5
O 9.178580 -8.568732 4.008552 -0.7 -0.6 0.4
H 9.687122 -6.772542 3.108044 0.0 -0.3 0.1
H 9.299559 -8.121921 2.011498 0.0 0.0 0.1
H 7.394995 -6.431738 3.698827 0.0 -0.1 0.0
H 7.172877 -7.028503 2.035113 0.1 -0.3 0.6

=====

# 5
78
Properties=species:S:1:pos:R:3:forces:R:3 method="wB97M-V/def2-TZVPD" orbital_gap_ev=9.1 lumo_energy_ev=0.14 smiles=COC[C@H](C)N.COC[C@H](C)N.OCCO.OCCO.O.O.O.O.O.O.O.O largest_force_ev_per_a=2.3 e_homo_ha=-0.330
O -2.644869 -7.328334 1.620524 0.3 0.0 -0.1
H -2.597919 -7.747764 2.479654 0.0 -0.1 0.2
H -3.579189 -7.176464 1.478344 -0.3 0.1 -0.1
O 1.445191 -9.561604 1.402814 0.2 0.0 -0.1
H 1.267591 -10.077244 2.189454 0.0 -0.2 0.2
H 0.610281 -9.140484 1.198334 -0.2 0.2 -0.1
O 6.859951 -2.383064 2.383244 0.1 -0.1 0.1
H 7.275001 -1.777534 1.768994 0.1 0.1 -0.1
H 5.922601 -2.211374 2.293104 -0.3 0.0 0.0
O 6.819231 -5.695534 -2.373976 0.1 -0.1 0.1
H 6.914871 -5.578564 -3.319176 0.1 0.0 -0.2
H 5.995781 -5.256934 -2.159976 -0.2 0.1 0.1
O 1.400201 -4.514334 4.794904 0.1 0.1 0.1
H 0.455401 -4.391364 4.886894 -0.2 0.1 0.0
H 1.490421 -5.358554 4.352874 0.1 -0.2 -0.1
O 4.138281 -1.533884 -9.257156 0.1 -0.2 -0.1
H 4.620271 -0.725144 -9.429976 0.1 0.2 -0.1
H 3.364481 -1.252454 -8.769046 -0.2 0.1 0.1
O 6.143771 -7.424694 2.348384 0.1 0.1 0.2
H 6.193341 -8.380454 2.331044 0.0 -0.2 0.0
H 5.573111 -7.200614 1.613294 -0.1 0.1 -0.2
O -6.988399 -5.772674 -1.120606 0.2 0.0 0.2
H -7.552359 -6.517014 -1.330716 -0.1 -0.2 0.0
H -7.310289 -5.063194 -1.676706 0.0 0.2 -0.1
C -0.882939 1.469486 -6.629676 1.3 -0.1 1.9
C 0.131381 2.392096 -5.870516 -0.1 -0.3 -1.1
O 1.476771 1.828436 -5.799906 -1.3 0.4 -0.1
O -0.736889 1.575996 -8.008066 -0.1 0.4 -0.7
H -1.902039 1.654106 -6.289886 -0.1 0.4 0.0
H -0.653859 0.448616 -6.323996 0.1 -0.3 0.2
H -0.222739 2.679886 -4.880636 -0.1 -0.4 0.2
H 0.206051 3.321506 -6.435066 -0.2 0.1 -0.2
H 2.013681 2.621466 -5.866406 0.5 -0.3 0.0
H -1.540199 1.216216 -8.391286 0.1 0.0 -0.3
C -0.308059 -2.856504 -1.432236 0.9 -0.8 0.8
C 1.006711 -3.440484 -2.008596 -0.6 1.6 -0.7
O 2.127651 -2.861144 -1.357616 0.0 -0.3 0.7
O -1.481769 -3.225974 -2.157356 0.7 0.2 0.5
H -0.218709 -1.783754 -1.261026 -0.2 0.3 -0.8
H -0.277389 -3.209434 -0.401416 -0.7 -0.3 0.2
H 1.098931 -3.042514 -3.019146 -0.4 -1.0 -0.6
H 1.039151 -4.526504 -1.921376 0.1 0.2 -0.2
H 2.060571 -1.929614 -1.579776 0.3 0.2 0.2
H -1.905849 -3.905184 -1.627816 -0.2 -0.1 -0.2
C -5.131589 2.460796 0.524294 -0.6 1.0 0.6
C -6.115159 3.397906 1.343404 -0.1 0.3 -1.1
C -7.026959 2.567066 2.268384 0.1 1.0 -1.5
O -7.907099 1.717726 1.467364 1.5 0.9 1.4
C -8.940349 1.188256 2.296074 0.8 0.3 -0.7
N -5.322069 4.442646 2.009124 1.1 -0.5 1.5
H -5.113879 2.754666 -0.525196 0.1 -0.1 0.0
H -5.340849 1.394496 0.609874 -0.4 0.1 -0.1
H -4.141319 2.596876 0.958984 0.1 0.1 -0.1
H -6.736979 4.078896 0.762294 -0.7 -1.3 -1.2
H -7.680019 3.275276 2.778344 0.1 0.0 0.6
H -6.315109 2.078066 2.933394 -0.6 -0.7 0.4
H -9.612009 1.974136 2.641564 -0.4 0.1 -0.4
H -8.518479 0.781336 3.215064 0.0 -0.6 -0.1
H -9.378139 0.467936 1.605004 -0.6 -0.2 0.8
H -4.817329 5.007576 1.341154 0.0 -0.2 -0.2
H -5.834619 5.100636 2.578724 -0.4 -0.2 0.0
C 3.423091 4.391236 1.828824 -0.3 0.1 0.9
C 4.280891 5.636726 2.069024 1.6 0.0 0.2
C 3.859201 6.585396 3.190124 -1.9 -0.6 -0.1
O 3.648051 5.760566 4.369894 -0.2 1.2 -0.6
C 3.234991 6.581536 5.459944 0.8 0.3 -0.5
N 5.634251 5.158696 2.367644 0.7 -0.4 -0.4
H 2.355311 4.606756 1.867814 -0.1 0.0 -0.3
H 3.622351 3.680486 2.630834 -0.1 0.0 0.1
H 3.707451 3.871586 0.913824 -0.1 0.4 -0.1
H 4.380121 6.140776 1.107674 -0.3 0.5 0.1
H 2.987091 7.149596 2.859654 -1.5 -0.8 0.1
H 4.370161 7.526386 3.393934 1.8 -0.6 0.2
H 3.975321 7.379766 5.513284 0.0 0.3 0.4
H 3.249821 6.046936 6.409724 -0.1 -0.3 -0.3
H 2.274841 7.061236 5.269874 -0.3 -0.2 0.1
H 6.340831 5.847076 2.150904 0.0 0.1 0.0
H 5.740931 4.933506 3.346424 -0.2 -0.1 0.1